ORCA calculation (ωB97M-V with the def2-TZVPD basis set) on a single C4H2N2O3 molecule in a non-equilibrium geometry.

```
11
Properties=species:S:1:pos:R:3
C -0.33121 -0.28831 0.54923
C -0.65985 0.87554 -1.28048
N 1.72993 0.45921 -0.20621
O 0.69798 -1.03134 1.29731
N 0.36915 0.49641 -0.30475
O -1.83604 0.46994 -0.68610
C 1.82433 -0.60004 0.58092
O -0.60596 1.45654 -2.25945
H -2.36129 -0.85331 0.89539
C -1.66190 -0.18863 0.47127
H 2.83486 -0.79602 0.94287
```

The calculation puts the HOMO energy at -8.5 eV. For the LUMO energy, the calculation gives 0.30 eV. As for the SMILES: O=c1occ2ocnn12.

Atom charges from the natural (NBO) analysis, given in e for atoms 1 to 4:
1 C 0.37
2 C 0.87
3 N -0.22
4 O -0.43